# 1
DFT (the ωB97M-V functional and the def2-TZVPD basis) results for a single C16H16N2O3S molecule in a non-equilibrium geometry.

For the orbital gap, the calculation gives 9.830 eV. Its net charge is 0. Its HOMO energy is -9.39 eV. As for the total energy: -36807.869 eV. As for the SMILES: CN(N1Cc2ccccc2CC1=O)S(=O)(=O)c1ccccc1.

Cartesian coordinates (Å):
O (-0.3448, 2.7305, -0.8826)
O (-3.6274, 1.7328, 0.2215)
O (-3.8818, -0.6782, 0.0191)
C (0.1512, 1.6189, -1.0765)
C (0.3291, 0.0806, 3.2888)
C (3.3377, -1.7085, 0.5033)
C (2.5331, -2.7292, -0.0007)
C (-0.3550, 1.2729, 3.1067)
C (-0.0247, -1.0356, 2.4803)
C (3.0661, -0.3603, 0.2038)
C (1.4345, -2.3846, -0.8522)
C (-1.3007, 1.3789, 2.0963)
C (-0.9829, -0.9370, 1.4637)
C (1.9906, -0.0179, -0.5966)
C (1.1802, -1.0509, -1.1314)
C (-1.6434, 0.2754, 1.2981)
N (-0.6259, 0.5178, -1.5106)
N (-2.0787, 0.4867, -1.5123)
C (1.6410, 1.4533, -0.9357)
C (-2.7432, 1.2804, -2.5794)
C (-0.0278, -0.7036, -1.9777)
S (-2.9393, 0.4527, 0.0301)
H (1.1191, -0.0010, 4.0103)
H (4.1943, -1.9755, 1.1318)
H (2.8140, -3.7114, 0.2822)
H (-0.1407, 2.1464, 3.7138)
H (0.4734, -1.9885, 2.5652)
H (3.7043, 0.4362, 0.5698)
H (0.8490, -3.2164, -1.2330)
H (-1.8166, 2.3060, 1.9090)
H (-1.2028, -1.8114, 0.8624)
H (2.0407, 2.1034, -0.1796)
H (2.1225, 1.6730, -1.8435)
H (-2.2089, 1.1521, -3.5167)
H (-2.7189, 2.3347, -2.3099)
H (-3.7697, 0.9541, -2.6967)
H (0.2692, -0.5886, -3.0326)
H (-0.8170, -1.4879, -1.8881)


# 2
DFT (the ωB97M-V functional and the def2-TZVPD basis) results for a single C5H6O2 molecule.

For the orbital gap, the calculation gives 8.401 eV. Its net charge is 0. Its HOMO energy is -7.67 eV. As for the total energy: -9375.813 eV. As for the SMILES: C/C(O)=C/C=C=O.

Cartesian coordinates (Å):
C (-1.9793, 0.0357, -0.2513)
C (-0.5076, -0.0411, 0.0181)
O (-0.0431, -1.2657, 0.4460)
C (2.3868, -0.5082, 0.3225)
O (2.9416, -1.4786, 0.6553)
C (1.8540, 0.6437, -0.0678)
C (0.4193, 0.8867, -0.2398)
H (-2.5686, -0.2754, 0.6225)
H (-2.2937, 1.0456, -0.5265)
H (-2.2361, -0.6412, -1.0760)
H (-0.6750, -1.6688, 1.0521)
H (2.5771, 1.4123, -0.3222)
H (0.1245, 1.8549, -0.6329)


# 3
DFT (the ωB97M-V functional and the def2-TZVPD basis) results for a single C20H19N5O3S molecule in a non-equilibrium geometry.

For the orbital gap, the calculation gives 7.977 eV. Its net charge is 0. Its HOMO energy is -8.29 eV. As for the total energy: -45476.539 eV. As for the SMILES: COc1cccc(CNC(=O)CSc2nnc3c(n2)[nH]c2ccc(OC)cc23)c1.

Cartesian coordinates (Å):
C (1.9794, 2.8463, 0.3746)
H (1.6761, 2.4650, 1.3550)
H (3.0589, 2.9864, 0.3683)
H (1.4859, 3.8056, 0.1868)
O (1.7118, 1.9211, -0.6488)
C (0.4141, 1.5969, -0.9149)
C (-0.6799, 2.0144, -0.1653)
C (-1.9652, 1.6319, -0.5302)
C (-2.1566, 0.8240, -1.6420)
C (-1.0669, 0.3938, -2.3805)
C (0.2099, 0.7722, -2.0213)
H (1.0705, 0.4424, -2.5801)
H (-1.2152, -0.2491, -3.2341)
H (-3.1566, 0.5290, -1.9229)
C (-3.1528, 1.9985, 0.3251)
N (-3.6721, 0.7933, 0.9472)
C (-4.7737, 0.1675, 0.4741)
O (-5.6107, 0.6919, -0.2244)
C (-4.8675, -1.2866, 0.9237)
H (-5.9077, -1.6056, 0.9447)
H (-4.3788, -1.4721, 1.8773)
S (-4.0874, -2.3517, -0.3493)
C (-2.3850, -2.0834, -0.1112)
N (-1.6216, -2.6237, -1.0542)
N (-0.3315, -2.4646, -1.0359)
C (0.1861, -1.7551, -0.0526)
C (1.5204, -1.3476, 0.2780)
C (2.7428, -1.5150, -0.3575)
C (3.8669, -0.9611, 0.2401)
C (3.7569, -0.2696, 1.4570)
C (2.5449, -0.1002, 2.0935)
C (1.4211, -0.6356, 1.4901)
N (0.0909, -0.5854, 1.8942)
C (-0.6574, -1.2348, 0.9822)
N (-1.9681, -1.3960, 0.9660)
H (-0.2497, -0.1423, 2.7314)
H (2.4823, 0.4349, 3.0291)
H (4.6608, 0.1350, 1.8833)
O (5.1259, -1.0343, -0.2651)
C (5.3152, -1.6886, -1.4980)
H (5.0341, -2.7447, -1.4393)
H (6.3799, -1.6105, -1.7115)
H (4.7479, -1.2043, -2.2985)
H (2.7795, -2.0579, -1.2864)
H (-2.9738, 0.1933, 1.3769)
H (-3.9608, 2.4174, -0.2803)
H (-2.8734, 2.7154, 1.1028)
H (-0.5496, 2.6436, 0.7028)


# 4
DFT (the ωB97M-V functional and the def2-TZVPD basis) results for 14 unconnected molecules or ions with the total composition C24H39Cl26I2O9P3 in a non-equilibrium geometry.

For the orbital gap, the calculation gives 7.579 eV. Its net charge is 0. Its HOMO energy is -9.34 eV. As for the total energy: -413601.072 eV.

Cartesian coordinates (Å):
C (2.8611, 1.8415, -4.2569)
C (2.3989, 0.8394, -5.3657)
I (3.3888, 1.3860, -7.2228)
C (2.8402, -0.6483, -5.0672)
C (2.4048, -1.0428, -3.6615)
C (3.1977, -1.5642, -2.7267)
P (4.9770, -1.8466, -3.1326)
P (6.2498, -1.8350, -1.3628)
O (5.5484, -1.9260, -0.0864)
O (7.2387, -3.1665, -1.4971)
O (7.2561, -0.5593, -1.3028)
C (2.5111, -1.9208, -1.4039)
O (2.7867, -2.8388, -0.7324)
C (1.3234, -1.0375, -0.9528)
P (0.9320, -0.6631, 0.7974)
O (0.8738, 0.7554, 1.1264)
O (2.0426, -1.3490, 1.7658)
O (-0.5117, -1.3744, 1.1300)
C (0.5375, -0.5284, -1.8967)
C (-0.7180, 0.3278, -1.6718)
C (-1.9369, -0.6572, -1.4972)
O (-2.9412, -0.3172, -1.0819)
I (-1.8053, -2.7725, -2.0659)
C (0.9119, -0.8198, -3.3484)
O (0.1071, -0.8373, -4.1967)
H (3.3371, 2.6948, -4.7678)
H (3.6200, 1.4282, -3.5718)
H (1.9792, 2.1715, -3.6803)
H (1.3200, 0.8570, -5.5630)
H (3.9191, -0.7144, -5.2524)
H (2.2488, -1.2684, -5.7703)
H (5.0628, -3.1867, -3.6150)
H (6.8571, -3.6968, -2.2124)
H (7.9411, -0.7012, -1.9840)
H (1.8388, -2.2851, 1.9133)
H (-0.3970, -2.3092, 0.8778)
H (-0.9751, 0.9287, -2.5773)
H (-0.6648, 0.9810, -0.7881)
C (2.6513, -1.5433, -10.2781)
Cl (1.9663, -1.2573, -8.6742)
Cl (1.9870, -0.4239, -11.4724)
H (3.7268, -1.4056, -10.2283)
H (2.4212, -2.5586, -10.5823)
C (-6.0813, -1.2851, -0.1548)
Cl (-7.5754, -0.6437, -0.8548)
Cl (-5.5562, -2.7533, -0.9855)
H (-5.3019, -0.5352, -0.2434)
H (-6.2554, -1.5167, 0.8907)
C (0.4996, 0.9420, 4.2455)
Cl (0.8275, 2.3508, 5.2609)
Cl (-0.8243, -0.0379, 4.8964)
H (0.2314, 1.2822, 3.2537)
H (1.3954, 0.3312, 4.1925)
C (-0.3492, 4.1880, -4.2980)
Cl (-0.8111, 2.9636, -3.1006)
Cl (1.3927, 4.2024, -4.5708)
H (-0.8493, 3.9652, -5.2345)
H (-0.6567, 5.1631, -3.9353)
C (-2.4874, 2.1175, 1.7774)
Cl (-1.9892, 3.0389, 0.3516)
Cl (-4.1915, 1.6553, 1.6861)
H (-1.8831, 1.2196, 1.8422)
H (-2.3386, 2.7311, 2.6601)
C (4.6280, 3.0780, 3.4120)
Cl (3.4878, 4.1035, 4.2908)
Cl (3.8391, 1.6159, 2.8022)
H (5.0257, 3.6308, 2.5676)
H (5.4314, 2.7921, 4.0828)
C (-11.4240, -1.3243, -0.0157)
Cl (-12.1279, -0.9290, 1.5597)
Cl (-12.0009, -0.2242, -1.2719)
H (-10.3434, -1.2460, 0.0537)
H (-11.7045, -2.3380, -0.2811)
C (7.3348, 3.9516, 0.3947)
Cl (6.2425, 5.0438, 1.2501)
Cl (6.4805, 2.4972, -0.1307)
H (7.7392, 4.4604, -0.4741)
H (8.1401, 3.6652, 1.0633)
C (-13.6902, -2.9589, 4.0607)
Cl (-15.3525, -2.9110, 4.6669)
Cl (-12.9886, -4.5707, 4.2334)
H (-13.6917, -2.6874, 3.0116)
H (-13.0907, -2.2523, 4.6248)
C (-18.3511, -1.8420, 3.1357)
Cl (-19.4220, -0.6931, 3.9482)
Cl (-19.2353, -3.2703, 2.5850)
H (-17.9014, -1.3552, 2.2767)
H (-17.5793, -2.1547, 3.8309)
C (3.7097, 1.0468, 6.6912)
Cl (3.3105, -0.2568, 7.8188)
Cl (5.4375, 1.0753, 6.3228)
H (3.1583, 0.8956, 5.7700)
H (3.4300, 1.9949, 7.1371)
C (5.4849, -1.2291, 10.7545)
Cl (5.0847, -2.5311, 11.8824)
Cl (7.2137, -1.2044, 10.3874)
H (4.9324, -1.3804, 9.8327)
H (5.2070, -0.2801, 11.2004)
C (11.1610, 0.6774, -2.6675)
Cl (10.0866, 1.7888, -1.8203)
Cl (10.2968, -0.7774, -3.1853)
H (11.5642, 1.1763, -3.5422)
H (11.9668, 0.3876, -2.0017)


# 5
DFT (the ωB97M-V functional and the def2-TZVPD basis) results for 2 unconnected molecules or ions with the total composition C3H10N in a non-equilibrium geometry.

For the orbital gap, the calculation gives 8.176 eV. Its net charge is +1. Its HOMO energy is -14.10 eV. As for the total energy: -4754.947 eV.

Cartesian coordinates (Å):
C (3.5339, 0.4666, 5.3551)
H (3.4663, -0.2064, 6.2053)
H (4.1043, 1.3352, 5.6541)
H (2.5767, 0.4803, 4.8646)
H (4.2060, 0.0226, 4.6104)
C (-1.1880, -0.8349, -3.4631)
C (-3.1307, 0.2960, -2.5126)
N (-1.8689, 0.0234, -2.5006)
H (-1.0865, -0.3644, -4.4284)
H (-1.7145, -1.7790, -3.6020)
H (-0.2311, -1.0844, -3.0305)
H (-3.7331, -0.2338, -3.2369)
H (-3.5096, 1.0250, -1.8183)
H (-1.4249, 0.8538, -2.0971)